Entry 1:
C5H9AuF3NO3S | the ωB97M-V functional and the def2-TZVPD basis

The geometry in XYZ format:
```
23
Properties=species:S:1:pos:R:3:forces:R:3
Au -0.30400 0.64909 0.89902 0.1032 0.0437 -0.4078
F 1.35747 -2.43046 4.84915 -0.0767 -0.0211 -0.1079
C 0.22104 -2.12867 4.18107 0.0428 0.2863 -0.1246
F 0.36975 -2.58268 2.93008 -0.0495 0.0707 0.1271
F -0.76243 -2.85370 4.75047 0.0523 0.0298 0.0540
S -0.14638 -0.27047 4.25873 -0.0540 -0.4632 0.5989
O 0.56284 0.11173 5.46516 -0.0544 0.0217 -0.2088
O -1.58518 -0.23348 4.35217 0.1053 0.0387 -0.1925
O 0.45193 0.23539 3.03508 -0.0325 0.0491 -0.0784
C 1.00854 1.69617 -2.31195 -0.4896 -0.1650 0.2023
C -0.27152 0.77527 -2.01681 1.3777 -0.2729 -1.2910
C -1.17947 0.95534 -3.27016 -0.1461 0.0429 0.2274
C 0.30601 -0.68591 -2.11365 -0.2511 0.1326 0.1435
N -0.99084 1.10623 -0.88769 -0.5897 0.1509 1.0098
H 1.42060 1.54545 -3.32186 0.0529 -0.0229 0.0059
H 1.77782 1.47691 -1.56681 -0.0346 0.0350 0.0286
H 0.69893 2.73759 -2.19514 0.0188 0.0052 -0.0153
H -0.65352 0.76627 -4.21513 0.0461 -0.0137 0.0287
H -1.56633 1.97828 -3.27604 -0.0169 -0.0080 -0.0005
H -2.03099 0.27301 -3.19302 -0.0036 0.0182 0.0119
H 0.71542 -0.91541 -3.10962 0.0418 0.0201 -0.0082
H -0.49031 -1.39825 -1.88030 -0.0184 0.0287 -0.0134
H 1.09063 -0.80770 -1.36274 -0.0239 -0.0068 0.0104
```
Positions in Å, forces in eV/Å.

## Properties
- Max |F|: 1.91 eV/Å
- Multiplicity: 1
- E_tot: -35641.711 eV
- Kohn-Sham gap: 0.164 Ha
- LUMO: 5.8 eV
- Total charge: -2



Entry 2:
C20H30Cl18F6N2O6 | the ωB97M-V functional and the def2-TZVPD basis

The geometry in XYZ format:
```
82
Properties=species:S:1:pos:R:3:forces:R:3
C -2.29709 -2.05781 4.14104 0.9354 -0.4189 0.1753
O -1.86368 -1.91980 3.01016 -0.4076 0.1774 -0.1548
N -2.78127 -3.21645 4.64262 -0.5600 0.1848 0.1562
C -3.33440 -3.28247 5.98218 -0.1345 0.1367 0.2007
C -3.24570 -4.25436 3.76124 0.1327 -0.6288 -0.9349
H -2.19142 -1.28194 4.91476 -0.1231 0.1235 -0.0898
H -4.42481 -3.23253 5.92502 -0.0339 -0.0660 0.1664
H -2.98067 -2.47964 6.62824 0.0662 0.2052 -0.3006
H -3.04398 -4.20140 6.49194 -0.0220 -0.1553 -0.2420
H -4.33570 -4.31284 3.69802 -0.0466 0.0315 0.4623
H -2.94635 -4.08182 2.72955 0.2813 0.3185 0.1769
H -2.83124 -5.22875 4.02245 -0.1183 0.0025 0.2728
C 0.57505 -0.44357 0.99412 -0.8498 0.1463 -0.0413
O 1.79184 -0.38927 1.04073 -0.4599 -1.1941 -1.2195
N -0.18829 0.42018 0.31722 0.2138 0.1749 0.4747
C 0.40498 1.46908 -0.47269 0.2104 0.1156 -0.4002
C -1.61579 0.29833 0.31860 -0.6294 0.2267 -0.8611
H -0.03231 -1.19229 1.52176 0.1906 -0.0802 0.1407
H 1.45150 1.55637 -0.20082 -0.2614 -0.0225 0.0046
H -0.09592 2.42159 -0.30861 0.0383 -0.4697 -0.0119
H 0.34844 1.26763 -1.54768 -0.0494 -0.2499 -0.0020
H -1.89952 -0.08280 -0.66383 -0.3273 -0.1665 0.2011
H -2.01532 -0.31803 1.11912 0.3663 -0.2936 -0.0422
H -2.11555 1.26725 0.39132 0.3863 0.0107 0.1226
C 0.53114 -0.79273 -3.93220 -1.0304 -0.3940 1.2723
C -0.53623 -1.59664 -4.66736 -0.1289 0.4503 1.2130
O -0.84259 -0.97913 -5.91820 0.3435 -0.4746 -1.4992
C -1.83746 -0.12343 -5.97055 -0.1830 0.0958 1.3062
O -2.52956 0.16643 -5.02935 -0.2571 0.2318 -0.3611
C -2.01268 0.59599 -7.33192 0.5098 -0.2258 0.6039
F -1.09711 0.19289 -8.20798 -0.1863 0.0848 -0.2603
F -3.23206 0.39038 -7.81453 -0.0045 -0.0486 -0.1419
F -1.85365 1.90793 -7.11489 -0.0432 -0.0396 -0.1814
H 0.28865 0.25979 -3.77428 0.1004 0.1584 -0.9523
H 1.52947 -0.99125 -4.30231 0.0958 0.2883 0.0178
H 0.42150 -1.09383 -2.88013 0.6104 -0.5335 -0.1132
H -1.45333 -1.67853 -4.08421 -0.0106 0.3167 0.0209
H -0.21093 -2.62830 -4.78336 0.1513 0.1374 -0.7859
C 7.66600 2.00955 0.23834 -0.1308 -0.3946 -0.9137
C 7.37127 3.44276 -0.14976 0.8137 0.3002 0.3263
O 5.98330 3.70450 0.08512 -0.4592 0.4549 0.0288
C 5.17122 3.66692 -0.96465 0.4019 -0.4495 0.6410
O 5.48695 3.52687 -2.10040 -0.0042 0.1050 -0.8142
C 3.69703 3.65413 -0.52314 0.2993 -0.2668 0.4368
F 2.94473 4.32318 -1.38547 -0.1989 0.1549 0.0383
F 3.27986 2.37422 -0.50102 0.2848 0.0659 -0.2107
F 3.53440 4.13143 0.70704 -0.2028 0.3337 -0.1372
H 7.44466 1.71026 1.26035 0.2618 0.5733 0.2364
H 8.69936 1.79818 -0.04187 0.0071 -0.1642 0.2915
H 7.03217 1.33750 -0.34922 0.1221 0.0941 -0.2392
H 7.67647 3.71190 -1.16296 -0.4958 -0.5770 -0.2239
H 7.95631 4.16626 0.42348 -0.4041 -0.1431 0.5419
C -5.64907 -0.88226 2.00532 0.6485 -0.2421 0.0496
Cl -5.90454 -1.21379 3.72666 -0.3948 0.1796 -0.1511
Cl -5.04362 -2.39478 1.26980 -0.0067 0.5282 -0.1992
Cl -4.54555 0.48726 1.84374 -0.0319 -0.2127 -0.0387
H -6.53432 -0.58862 1.45723 -0.3231 -0.2355 0.4022
C -1.71639 4.10040 1.88883 -0.2784 0.2214 -0.5383
Cl -3.10175 3.53633 0.89542 0.4876 0.3954 0.2365
Cl -2.13882 5.60780 2.70018 0.0609 -0.1735 0.0262
Cl -0.24999 4.33869 0.88646 -0.6809 0.3077 0.7712
H -1.56585 3.32507 2.62759 0.3726 0.0556 0.0242
C -4.52429 1.73466 -2.80682 -0.5214 -0.2576 0.1088
Cl -4.32424 0.33539 -1.74327 0.0828 -0.0603 -0.1606
Cl -4.79407 3.17205 -1.84042 -0.0610 0.3436 0.0544
Cl -5.92532 1.45535 -3.86252 0.4087 0.0868 -0.0774
H -3.61715 1.88720 -3.37688 -0.1105 -0.2332 -0.2300
C -1.57080 -3.94265 -0.03856 -0.2883 -0.0746 0.3219
Cl -2.45895 -5.45118 -0.35510 0.3090 0.1215 -0.0709
Cl -2.00394 -2.70241 -1.20590 -0.1186 -0.0730 -0.1146
Cl 0.17357 -4.14415 0.01320 0.0535 -0.2518 -0.0496
H -1.88875 -3.63072 0.95028 0.0800 0.3027 -0.0729
C 4.07087 -2.56046 0.35849 0.2573 -0.6820 0.2329
Cl 4.53718 -0.91254 0.03718 0.0498 0.0965 -0.2165
Cl 4.54924 -3.02588 2.00503 -0.1378 0.0987 -0.0590
Cl 4.81838 -3.68097 -0.79969 0.0369 0.0596 -0.1098
H 3.00494 -2.73175 0.27064 -0.0450 0.5302 0.0661
C 2.97217 0.70658 2.90890 1.0120 1.1474 0.0001
Cl 1.80321 2.06168 2.78656 0.1992 -0.3462 0.1529
Cl 2.60847 -0.34425 4.23904 -0.1082 -0.1770 0.2971
Cl 4.62088 1.38390 3.00365 0.0282 0.0683 0.3217
H 2.95685 0.16211 1.97388 -0.0401 0.2335 0.6278
```
Positions in Å, forces in eV/Å.

## Properties
- Max |F|: 1.77 eV/Å
- Multiplicity: 1
- SMILES: CCOC(=O)C(F)(F)F.CCOC(=O)C(F)(F)F.ClC(Cl)Cl.ClC(Cl)Cl.ClC(Cl)Cl.ClC(Cl)Cl.ClC(Cl)Cl.ClC(Cl)Cl.CN(C)C=O.CN(C)C=O
- E_tot: -278200.364 eV
- Kohn-Sham gap: 0.345 Ha
- LUMO: 0.3 eV
- Total charge: 0



Entry 3:
C3H3BrCl2 | the ωB97M-V functional and the def2-TZVPD basis

The geometry in XYZ format:
```
9
Properties=species:S:1:pos:R:3:forces:R:3
C 0.18870 0.03178 -0.57304 -0.4876 1.5336 -1.3267
C 0.21988 0.81253 0.66049 0.3253 2.8266 -1.0336
C 1.48437 0.66708 -0.18981 -1.1295 1.4964 -0.5045
Cl -0.64232 2.46093 1.06171 1.1732 -2.3964 -0.9583
Cl 1.92669 2.11569 -1.15272 0.1910 -0.9418 0.5933
Br 2.85488 -0.49386 0.43099 0.0442 0.3541 -0.0604
H 0.12803 -1.00360 -0.62982 -0.2172 -1.7811 0.6115
H -0.38112 0.47270 -1.36262 0.1431 0.4448 -0.6709
H 0.28025 0.25393 1.48729 -0.0425 -1.5362 3.3496
```
Positions in Å, forces in eV/Å.

## Properties
- Max |F|: 3.69 eV/Å
- Multiplicity: 1
- SMILES: Cl[C@H]1C[C@]1(Cl)Br
- E_tot: -98245.356 eV
- Kohn-Sham gap: 0.393 Ha
- LUMO: 0.5 eV
- Total charge: 0